1.
Below is a structure of composition C53H56BrGeMnN4O5Se, with properties calculated with ωB97M-V/def2-TZVPD.

Structure (XYZ):
```
122
Properties=species:S:1:pos:R:3:forces:R:3:mulliken_charge:R:1
Mn -0.864781 -0.086262 0.184936 0.10 0.26 -0.14 1.158
C -2.362528 -2.594207 3.141356 -0.07 0.03 0.06 -0.501
O -1.210407 -1.793433 2.965725 -0.16 0.06 -0.02 -0.283
C -0.051759 -2.430586 2.693418 0.15 -0.08 0.02 0.535
C 0.176821 -3.780898 2.922200 -0.01 -0.04 0.01 -0.787
C 1.424861 -4.327349 2.646551 0.01 -0.03 0.02 -0.780
C 2.449322 -3.539248 2.147120 0.01 0.02 -0.02 -0.873
C 2.217947 -2.190767 1.910330 -0.07 -0.06 0.05 -0.049
C 0.978009 -1.635702 2.181119 0.04 -0.07 -0.08 0.682
N 0.669203 -0.290452 1.845287 -0.37 -0.25 -0.13 0.319
N 1.615405 0.488403 2.066026 0.35 0.44 0.11 -0.756
C 1.533217 1.823762 1.743133 0.14 -0.02 0.04 -0.159
C 0.430104 2.468390 1.132921 0.19 0.28 0.15 0.401
O -0.637078 1.910030 0.730804 -0.15 -0.26 -0.17 -0.309
C 0.512238 3.904456 0.975736 0.09 0.10 0.04 -1.043
C 1.590635 4.615039 1.361955 -0.11 0.01 0.15 -0.467
C 2.730551 3.980860 1.945852 -0.12 -0.05 0.28 0.165
C 3.865415 4.725878 2.315424 0.00 -0.03 0.08 -0.478
C 4.967656 4.111278 2.851865 -0.03 0.04 -0.01 -0.783
C 4.946926 2.718898 3.035182 0.00 -0.05 0.01 -0.701
C 3.847983 1.973765 2.689155 0.02 0.02 0.03 -0.620
C 2.702171 2.582226 2.128515 -0.05 0.11 0.04 1.227
H -2.474735 -3.301256 2.318128 0.00 0.00 0.00 0.495
H -3.203483 -1.903647 3.129590 0.03 -0.04 0.00 -0.501
H -2.333267 -3.122214 4.101106 0.00 0.01 0.00 0.424
H -0.614999 -4.407904 3.307658 0.02 0.00 -0.01 0.387
H 1.587670 -5.384547 2.819365 0.00 0.02 -0.01 0.377
H 3.414968 -3.972621 1.916474 -0.03 0.00 0.01 0.384
H 2.977695 -1.552723 1.479958 0.00 0.03 0.02 0.477
H -0.355207 4.375951 0.529588 0.01 0.01 0.00 0.496
H 1.615256 5.692589 1.228204 -0.01 0.00 -0.01 0.306
H 3.853205 5.800134 2.159988 0.00 -0.01 0.00 0.365
H 5.841214 4.687518 3.130658 0.00 0.00 0.00 0.364
H 5.813920 2.221428 3.453694 0.00 0.00 0.00 0.394
H 3.846658 0.903516 2.836640 0.00 0.01 -0.01 0.460
O -1.520822 0.871545 -1.843537 -0.14 -0.11 0.05 -0.902
H -0.800497 0.479939 -2.411245 0.02 0.12 -0.05 0.323
H -1.294900 1.796495 -1.700964 0.12 0.02 0.05 0.286
Br -2.073943 -2.193287 -0.354808 -0.05 -0.51 0.02 -0.837
O 0.513846 -0.393947 -3.102596 -0.15 -0.18 0.40 -0.932
C 0.978469 -0.958466 -2.084914 0.23 0.33 -0.21 0.183
O 0.917737 -0.495787 -0.901667 -0.12 -0.14 -0.08 0.946
C 1.765255 -2.248578 -2.247752 -0.01 0.03 0.06 -1.093
C 3.227800 -2.072286 -1.820314 -0.01 -0.03 -0.01 -0.342
Ge 4.241377 -0.646299 -2.710082 -0.04 0.07 0.04 1.558
C 6.147099 -1.079093 -2.494699 -0.01 -0.03 -0.02 -0.352
C 7.090341 -0.586655 -3.396897 0.00 0.01 -0.02 -0.284
C 8.441523 -0.868389 -3.248648 0.00 0.00 0.01 -0.679
C 8.875067 -1.654121 -2.188574 0.00 0.01 0.00 -0.448
C 7.951161 -2.154964 -1.282731 0.01 0.00 0.00 -0.612
C 6.600271 -1.868598 -1.438998 -0.01 0.00 0.05 -0.337
C 3.900545 -0.628224 -4.635688 -0.01 -0.01 0.01 0.131
C 3.908113 -1.832391 -5.339734 0.00 -0.04 0.01 -0.508
C 3.693543 -1.863578 -6.709838 0.00 0.01 0.00 -0.688
C 3.468715 -0.680692 -7.402004 0.00 0.00 0.00 -0.423
C 3.461178 0.525409 -6.716923 -0.01 -0.01 -0.01 -0.679
C 3.674925 0.548444 -5.344226 0.00 0.07 0.01 -0.113
C 3.975746 1.128229 -1.934995 0.01 -0.03 -0.04 -0.124
C 2.820438 1.875485 -2.172898 -0.06 -0.11 -0.02 0.823
C 2.662684 3.131336 -1.605150 0.00 0.00 -0.03 -0.897
C 3.653093 3.660815 -0.788738 0.10 0.04 -0.29 -0.579
C 4.798905 2.924211 -0.530749 0.06 0.02 -0.09 -0.999
C 4.957338 1.669490 -1.104551 0.04 0.00 0.00 -0.444
H 1.676210 -2.583095 -3.280515 0.07 0.01 -0.03 0.305
H 1.301274 -2.991204 -1.593574 -0.07 -0.03 -0.04 0.530
H 3.777010 -3.006566 -1.975108 -0.01 0.01 0.02 0.446
H 3.256722 -1.853466 -0.750279 0.01 -0.02 -0.03 -0.269
H 6.764096 0.023111 -4.234174 0.00 -0.02 0.02 0.367
H 9.156954 -0.475707 -3.961624 0.00 -0.01 0.01 0.384
H 9.929214 -1.875904 -2.070604 -0.02 0.00 0.00 0.358
H 8.281550 -2.768535 -0.452788 0.00 0.01 -0.01 0.392
H 5.891525 -2.268032 -0.719769 0.01 0.01 -0.03 0.379
H 4.081472 -2.766346 -4.812318 -0.01 0.03 -0.01 0.336
H 3.696426 -2.810138 -7.237114 0.00 0.01 0.00 0.383
H 3.293868 -0.700985 -8.471218 0.01 0.00 0.02 0.359
H 3.280483 1.451524 -7.249741 0.00 -0.01 0.01 0.393
H 3.656886 1.497944 -4.818887 0.00 -0.04 -0.01 0.365
H 2.022862 1.461733 -2.783280 0.04 0.03 0.02 0.228
H 1.754280 3.693238 -1.788928 0.02 0.00 0.01 0.354
H 3.524300 4.637523 -0.339982 0.08 -0.09 -0.20 0.761
H 5.563737 3.321709 0.125946 -0.03 -0.01 -0.02 0.479
H 5.863898 1.108048 -0.900527 -0.02 0.01 0.00 0.265
C -5.348492 -0.155916 -3.719179 0.00 -0.04 -0.02 -1.282
C -5.107194 0.978861 -2.728915 0.03 0.05 0.01 -0.137
C -5.677618 0.706247 -1.338777 -0.01 0.01 0.00 -0.182
C -4.962719 -0.456706 -0.670165 -0.03 0.07 -0.02 -0.490
N -5.392022 -0.653497 0.708870 0.05 -0.03 0.04 0.867
C -4.813632 -0.055590 1.782142 -0.01 -0.10 -0.14 -0.300
Se -3.413978 1.114052 1.706378 0.10 0.11 0.12 -0.501
N -5.457288 -0.520701 2.895545 0.03 0.01 0.00 1.103
C -5.128102 -0.188575 4.273230 -0.02 0.01 -0.07 -1.265
C -6.149365 0.760505 4.895083 -0.02 -0.03 0.02 -0.837
C -6.042572 2.198797 4.392751 -0.01 -0.01 -0.05 -0.147
C -4.794790 2.916791 4.893175 0.03 0.02 0.01 -1.188
C -6.438419 -1.424708 2.521137 -0.05 0.01 -0.02 0.371
C -7.336021 -2.175821 3.263087 0.02 0.01 0.00 -0.785
C -8.196624 -3.010383 2.561026 -0.01 -0.01 0.04 -0.773
C -8.158920 -3.085879 1.169217 -0.01 -0.01 -0.04 -0.674
C -7.258107 -2.333701 0.426825 0.03 0.01 0.00 -0.876
C -6.397177 -1.504200 1.127607 -0.02 -0.01 0.00 0.839
H -5.015276 0.119201 -4.721486 0.00 0.00 0.02 0.398
H -6.412256 -0.408598 -3.778118 0.02 0.01 0.00 0.318
H -4.801621 -1.058034 -3.438036 -0.01 0.03 0.00 0.289
H -5.545708 1.902542 -3.116680 -0.03 -0.02 0.00 0.394
H -4.031690 1.157792 -2.634716 -0.03 -0.03 0.00 0.011
H -6.754708 0.506885 -1.396351 -0.01 0.00 -0.02 0.280
H -5.541685 1.589060 -0.708787 0.00 0.00 0.01 0.284
H -3.887595 -0.283470 -0.647796 -0.12 0.01 -0.06 -1.131
H -5.117177 -1.401430 -1.190673 0.00 0.01 0.00 0.510
H -4.128078 0.245201 4.254785 0.00 0.02 0.02 0.386
H -5.077771 -1.126518 4.831583 -0.02 0.00 0.00 0.496
H -6.019489 0.739188 5.982268 0.02 0.02 -0.01 0.474
H -7.151807 0.370192 4.693853 0.01 0.00 0.02 0.344
H -6.936144 2.746272 4.705528 0.01 -0.02 0.02 0.418
H -6.044786 2.198317 3.298153 0.00 0.02 0.01 0.079
H -4.708409 2.840825 5.981474 -0.01 0.01 -0.03 0.338
H -4.823345 3.976549 4.633686 0.00 -0.03 -0.01 0.344
H -3.892366 2.501595 4.442193 -0.01 -0.01 0.02 0.236
H -7.366248 -2.116902 4.343595 0.00 0.00 -0.02 0.443
H -8.910726 -3.614712 3.106241 0.02 0.01 -0.01 0.392
H -8.844823 -3.748371 0.656032 0.02 0.02 0.01 0.385
H -7.223773 -2.396301 -0.653098 0.00 0.00 0.03 0.445
```
Positions in Å, forces in eV/Å.

Summary:
orbital gap (alpha / beta): 7.05 / 7.10 eV
HOMO energy (alpha / beta): -4.81 / -4.86 eV
energy above the lowest of the compared OMol25 structures with the same formula, charge and spin: 8.7 kcal per mole
multiplicity: 6
total charge: -1

=====

2.
Below is a structure of composition C6H14N2, with properties calculated with ωB97M-V/def2-TZVPD.

Structure (XYZ):
```
22
Properties=species:S:1:pos:R:3:forces:R:3:mulliken_charge:R:1
C 0.090935 1.549551 0.764800 0.62 0.05 -0.74 0.002
C -0.301882 -0.969826 -0.984324 0.26 0.30 0.33 0.420
C 0.798115 0.077144 -1.054624 -0.54 0.39 -1.43 -0.989
C 1.089746 -1.408852 1.066042 0.63 0.59 -1.39 -1.069
C -0.288799 -1.599078 0.447417 0.00 -0.03 0.07 -0.879
C -1.699991 -0.512678 -1.405492 0.18 -0.02 0.02 -1.340
N 0.620644 1.316590 -0.427171 -0.26 -0.23 1.15 -0.047
N 0.461453 2.643465 1.532018 -0.05 0.09 -0.04 -0.442
H 1.209991 2.057061 -0.789077 0.00 -0.10 0.02 0.260
H -0.534211 0.814310 1.231791 -0.10 -0.13 -0.09 0.236
H 0.022615 -1.748904 -1.684108 0.02 0.06 0.04 0.353
H 1.052957 3.339732 1.101322 -0.10 -0.06 0.05 0.185
H -0.252590 3.035705 2.126535 0.02 0.03 -0.14 0.236
H 1.224804 0.216456 -2.041797 -0.05 0.14 -0.09 0.408
H 1.596515 -0.686130 0.014979 -0.48 -1.24 2.05 0.359
H 1.100631 -0.809598 1.971295 -0.07 -0.12 0.18 0.229
H 1.616698 -2.348938 1.234889 0.16 0.21 -0.09 0.318
H -1.054068 -1.115082 1.063876 -0.15 -0.11 -0.09 0.288
H -0.574336 -2.653763 0.355432 -0.01 0.15 0.15 0.481
H -2.050714 0.311504 -0.782174 -0.02 0.06 0.04 0.237
H -2.414989 -1.331074 -1.297957 -0.03 0.00 0.00 0.380
H -1.713526 -0.177594 -2.443674 -0.02 -0.02 0.00 0.374
```
Positions in Å, forces in eV/Å.

Summary:
orbital gap (alpha / beta): 6.46 / 6.46 eV
HOMO energy (alpha / beta): -5.76 / -5.76 eV
energy above the lowest of the compared OMol25 structures with the same formula, charge and spin: 86.7 kcal per mole
multiplicity: 1
total charge: 0

=====

3.
Below is a cluster of 6 separate species, C2H15O5S in total, with properties calculated with ωB97M-V/def2-TZVPD.

Structure (XYZ):
```
23
Properties=species:S:1:pos:R:3:forces:R:3:mulliken_charge:R:1
C -0.525349 2.850982 -1.048287 0.16 -0.54 -0.57 -1.107
C 0.503952 1.769111 -0.825775 0.27 -1.00 -0.24 -0.311
S 0.346743 0.313112 -1.939956 -0.11 0.13 -0.27 -0.724
H -0.558023 3.126420 -2.097641 0.57 0.58 -0.19 0.290
H -1.519855 2.447603 -0.957467 -0.48 -0.18 0.76 0.265
H -0.333623 3.673945 -0.369172 -0.28 0.42 -0.05 0.353
H 1.526938 2.113845 -0.940201 0.12 0.48 -0.10 0.344
H 0.449209 1.383172 0.182561 -0.20 0.04 0.49 0.129
H -2.727472 -1.004084 -1.112380 -0.35 -0.49 0.02 0.244
H -1.626639 -0.008989 -1.309328 0.26 0.25 0.23 0.217
O -2.473538 -0.141203 -0.796698 -0.03 0.29 -0.14 -0.630
H 0.481191 -2.853100 1.537258 -0.16 0.31 0.15 0.389
H -0.427157 -3.230038 0.395185 -0.15 0.20 -1.34 0.297
O -0.341781 -3.332140 1.323784 0.00 -0.43 1.21 -0.676
H -1.642217 -1.192967 1.898778 0.18 -0.38 0.03 0.304
H -1.972235 0.007633 1.057662 0.00 -0.02 -0.32 0.399
O -1.641204 -0.235014 1.935019 0.07 0.25 0.30 -0.672
H 3.192340 -0.217555 -0.446107 0.28 0.70 -0.09 0.312
H 1.923782 -0.863924 -1.006610 -0.01 0.31 -0.02 0.234
O 2.756888 -1.057336 -0.501281 -0.06 -0.98 0.07 -0.696
H 0.932710 -0.674613 1.889117 -0.07 0.26 -0.53 0.332
H 2.153449 -1.446333 1.210842 0.35 0.72 -1.23 0.435
O 1.521890 -1.428524 1.920692 -0.34 -0.91 1.81 -0.727
```
Positions in Å, forces in eV/Å.

Summary:
orbital gap: 7.30 eV
HOMO energy: -3.79 eV
energy above the lowest of the compared OMol25 structures with the same formula, charge and spin: 1.6 kcal per mole
multiplicity: 1
total charge: -1

=====

4.
Below is a cluster of 2 separate species, C16H31N3O6S in total, with properties calculated with ωB97M-V/def2-TZVPD.

Structure (XYZ):
```
57
Properties=species:S:1:pos:R:3:forces:R:3:mulliken_charge:R:1
O 2.311594 4.108308 4.846629 0.17 0.30 -0.22 -0.669
O -0.880368 0.467879 -4.249817 0.01 -0.33 0.10 -0.664
O -4.590044 -1.624704 -6.407851 0.58 0.42 1.18 -0.586
O -1.386807 0.592220 6.945452 0.33 0.24 -0.35 -0.662
O -4.102954 -1.160160 -4.251954 0.62 -0.06 -0.76 -0.424
O -0.560638 -0.762415 -8.355689 0.22 0.14 0.08 -0.528
S 1.621036 -1.405314 2.653003 -0.05 -0.35 0.25 -0.120
C 1.856794 3.022017 5.161167 1.57 0.69 0.63 0.626
C -0.781262 -0.720668 -3.988027 -0.15 0.86 -0.57 0.386
C -3.762224 -1.382405 -5.543951 -0.51 -0.60 -1.43 0.255
C -0.728811 1.535040 6.520306 -0.44 -0.95 0.35 0.168
N -0.478426 2.616053 7.272671 0.60 1.00 -0.03 -0.128
N -1.387112 -1.667182 -4.790504 0.17 0.25 0.45 -0.119
N 0.659331 2.658981 4.695493 -1.90 -1.04 -0.08 -0.168
C 1.766312 -1.093136 0.875668 -0.12 0.33 0.25 -0.820
C 2.662852 2.117471 6.071728 -0.29 0.02 -0.09 -1.009
C -0.921493 2.780219 8.656000 -0.16 -0.39 -0.31 -0.968
C 2.244591 -1.242638 -4.118964 -0.01 0.17 0.14 -1.116
C -0.546200 -2.026667 -7.691059 -0.71 0.10 -0.34 -0.379
C 0.808394 0.128726 3.165784 -0.04 0.53 0.07 -0.645
C 0.069291 -1.171240 -2.803515 -0.05 -0.34 -0.18 -0.218
C -2.262906 -1.338783 -5.931234 0.20 -0.51 0.95 0.109
C 1.519931 -0.669670 -2.898845 -0.09 -0.05 -0.36 -0.170
C -1.921576 -2.308602 -7.084966 -0.13 0.10 0.06 -0.819
C 0.392266 0.158337 4.642654 0.09 -0.39 -0.03 -0.916
C -0.206728 1.517888 5.066619 0.59 0.16 -0.47 0.039
H -5.070849 -1.197315 -4.238490 -0.04 0.00 0.03 0.381
H -1.183647 -0.765384 -9.102740 0.32 -0.28 0.49 0.354
H 0.048167 3.366751 6.851532 -0.13 -0.07 0.08 0.285
H -1.361504 -2.626162 -4.460412 -0.11 0.27 -0.27 0.288
H 0.268797 3.325367 4.046712 0.04 0.08 0.09 0.196
H 2.255974 -1.943653 0.400337 -0.04 0.02 0.18 0.408
H 2.362769 -0.195125 0.711462 0.00 -0.05 -0.11 0.371
H 0.774292 -0.957241 0.444179 0.05 -0.03 -0.07 0.135
H 3.480000 2.694374 6.502738 -0.14 0.03 -0.15 0.330
H 3.080785 1.305384 5.480682 0.01 -0.17 0.05 0.280
H 2.049600 1.717520 6.874015 -0.02 -0.26 0.05 0.348
H -2.011583 2.826649 8.690094 0.06 -0.03 0.10 0.294
H -0.509690 3.697802 9.078175 0.02 -0.10 -0.22 0.353
H -0.590337 1.929741 9.255764 -0.08 0.07 -0.04 0.305
H 2.225616 -2.336570 -4.098504 0.04 0.06 -0.05 0.282
H 1.776621 -0.900459 -5.047589 0.07 -0.05 0.07 0.205
H 3.288248 -0.913864 -4.120878 -0.12 -0.10 -0.10 0.408
H -0.294512 -2.811305 -8.411753 -0.01 -0.10 0.12 0.311
H 0.223053 -2.029143 -6.912083 -0.04 0.37 -0.23 0.156
H 1.502979 0.945194 2.970281 -0.03 0.10 -0.10 0.308
H -0.078967 0.278786 2.550304 -0.06 0.03 -0.14 0.369
H 0.064964 -2.262620 -2.742557 0.04 -0.07 0.10 0.201
H -0.390117 -0.786564 -1.888829 -0.11 0.00 -0.16 0.132
H -2.070690 -0.315638 -6.275080 0.19 -0.10 0.35 0.386
H 2.062611 -0.966548 -1.996982 -0.14 0.05 0.01 0.130
H 1.532204 0.424967 -2.948549 -0.11 -0.18 0.05 0.329
H -1.954420 -3.338124 -6.715944 -0.07 -0.02 0.00 0.386
H -2.665034 -2.224581 -7.883970 -0.04 -0.01 0.24 0.324
H -0.352545 -0.623179 4.799579 0.00 0.11 0.24 0.482
H 1.252116 -0.081332 5.265147 0.04 -0.06 0.12 0.365
H -1.109746 1.632716 4.466558 -0.07 0.18 -0.03 0.444
```
Positions in Å, forces in eV/Å.

Summary:
orbital gap: 9.21 eV
HOMO energy: -8.75 eV
multiplicity: 1
total charge: 0